# 1
Density functional theory data (ωB97M-V/def2-TZVPD) for an isolated molecule of C3H9NO2S.

frontier orbital gap	8.66	eV
energy above the lowest of the compared OMol25 structures with the same formula, charge and spin	589.9	kJ/mol
largest force on an atom	3.81	eV Å⁻¹
SMILES string	C=[S@@](N)(=O)CCO
DFT total energy	-722.94367	Eh

The geometry in XYZ format:
```
16
Properties=species:S:1:pos:R:3:forces:R:3:mulliken_charge:R:1
C -2.2657 -1.0283 0.2415 2.2 2.1 -0.1 -0.964
S -1.1462 0.4304 -0.1556 0.2 -1.3 2.5 0.944
N -0.4430 1.1353 -1.4992 -1.8 0.9 0.6 -0.490
O -1.7087 1.5770 0.5384 -0.4 0.2 -0.2 -0.664
C 0.3662 -0.0523 0.8361 -1.6 -3.1 -1.6 -0.817
C 1.6002 -0.6275 0.0983 0.3 -0.2 0.3 -0.540
O 2.5729 0.3786 -0.2667 -0.7 0.1 3.0 -0.470
H -3.2105 -0.5861 0.1500 -1.5 1.1 -0.2 0.286
H -2.2978 -1.9178 -0.3399 0.8 -0.8 -0.9 0.304
H 0.1801 0.5548 -1.9799 1.2 -0.4 -1.0 0.237
H -0.3193 2.1622 -1.4311 0.1 -1.3 0.0 0.277
H 0.5669 0.7049 1.5440 0.4 1.3 0.4 0.516
H -0.0614 -0.8984 1.4364 0.3 0.7 -0.5 0.378
H 2.0100 -1.2384 0.9284 0.3 -0.1 -0.7 0.332
H 1.4648 -1.3090 -0.7907 -0.4 0.9 1.0 0.337
H 2.6913 0.7146 0.6901 0.5 0.1 -2.6 0.334
```
Positions in Å, forces in eV/Å.


# 2
Density functional theory data (ωB97M-V/def2-TZVPD) for a 2-piece molecular cluster, C16H32BrClFO7PSi overall.

frontier orbital gap	9.78	eV
largest force on an atom	0.28	eV Å⁻¹
SMILES string	CCCOC[Si@@](Br)(CCCCl)CCP(=O)(OCC)OCC.O=C1OC[C@@H](F)O1
DFT total energy	-4920.61706	Eh

The geometry in XYZ format:
```
60
Properties=species:S:1:pos:R:3:forces:R:3:mulliken_charge:R:1
C 3.8778 -3.4160 1.0342 0.0 0.1 0.1 -1.030
C 2.4671 -3.2837 0.4422 0.0 0.0 0.0 -0.590
C 2.0783 -1.8543 0.0909 -0.1 0.0 0.0 -0.126
O 3.1565 -1.1890 -0.5652 0.0 0.0 -0.1 -0.374
C 3.5720 0.0441 0.0027 0.0 0.1 0.1 -0.613
Si 2.7242 1.5201 -0.8235 0.0 0.1 0.1 0.384
Br 2.8445 3.1823 0.7097 0.0 0.0 0.0 -0.371
C 3.5484 2.1083 -2.3891 0.0 0.1 0.0 -0.800
C 5.0782 2.2209 -2.3898 0.0 0.0 0.0 -0.631
C 5.6516 3.4360 -1.6762 0.1 -0.2 0.0 -0.495
Cl 4.9410 4.9738 -2.2487 0.0 0.1 0.0 -0.209
C 0.9162 1.1548 -1.1219 -0.1 0.1 0.1 -0.993
C 0.0608 1.2268 0.1533 0.1 -0.1 0.1 -0.843
P -1.4309 0.2402 0.0106 -0.1 0.1 0.1 0.907
O -1.2794 -1.0517 -0.6704 -0.1 0.0 0.1 -0.830
O -2.4683 1.2447 -0.6678 0.1 0.0 -0.2 -0.308
C -3.5466 0.6506 -1.4275 -0.1 -0.2 0.0 0.638
C -4.6076 1.6880 -1.6832 0.1 0.2 0.1 -1.400
O -1.9933 0.0304 1.4972 0.1 0.0 -0.1 -0.451
C -2.1218 1.1538 2.3927 -0.1 0.0 0.1 -0.311
C -1.0074 1.1596 3.4394 0.0 0.1 0.0 -1.124
H 4.5662 -3.8818 0.3301 0.0 0.1 0.0 0.242
H 4.2924 -2.4391 1.2914 0.0 -0.1 0.0 0.253
H 3.8703 -4.0185 1.9426 0.0 0.0 0.0 0.322
H 1.7300 -3.6484 1.1625 -0.1 0.0 -0.1 0.347
H 2.3667 -3.9053 -0.4494 0.0 0.0 0.0 0.388
H 1.2065 -1.8559 -0.5691 0.0 0.0 0.1 0.109
H 1.7959 -1.3099 1.0015 0.1 0.0 0.0 0.186
H 4.6577 0.1164 -0.1292 0.0 0.0 0.0 0.454
H 3.4028 0.0759 1.0872 0.0 -0.1 0.0 0.451
H 3.2392 1.4354 -3.1967 0.0 -0.1 0.1 0.414
H 3.1086 3.0813 -2.6313 0.0 0.0 -0.1 0.426
H 5.4467 2.2163 -3.4178 0.0 0.0 0.0 0.384
H 5.5189 1.3454 -1.9001 0.0 0.0 -0.1 0.236
H 6.7196 3.5075 -1.8674 0.0 0.0 0.0 0.410
H 5.4972 3.3933 -0.6004 -0.1 0.1 0.0 0.211
H 0.5310 1.8438 -1.8783 0.0 0.0 0.0 0.590
H 0.8568 0.1453 -1.5412 0.0 0.1 -0.1 0.456
H -0.1717 2.2623 0.4067 -0.1 0.0 0.0 0.676
H 0.5953 0.8110 1.0143 0.0 0.0 0.0 0.309
H -3.1397 0.2231 -2.3451 0.1 0.1 0.0 0.313
H -3.9658 -0.1669 -0.8448 0.0 -0.1 -0.1 -0.408
H -4.1448 2.6306 -1.9786 0.0 0.0 -0.1 0.360
H -5.1894 1.8664 -0.7783 0.0 0.0 -0.1 0.306
H -5.2772 1.3522 -2.4747 0.0 0.0 0.0 0.387
H -3.1005 1.0492 2.8604 0.0 0.0 0.0 0.468
H -2.1434 2.0817 1.8183 0.0 0.0 0.0 0.303
H -0.2841 0.3754 3.2178 0.0 0.0 0.0 0.300
H -1.4003 0.9901 4.4411 0.0 -0.1 0.0 0.327
H -0.4705 2.1084 3.4460 0.0 0.0 0.0 0.327
O -6.1956 -5.1544 1.4052 0.0 0.0 0.0 -0.499
C -5.7661 -4.0808 1.1580 0.1 0.0 -0.1 0.579
O -4.4643 -3.7218 1.2274 -0.1 0.0 0.0 -0.365
C -4.3168 -2.4088 0.6814 0.0 0.1 0.0 -0.067
C -5.7251 -1.8526 0.8218 0.1 -0.1 0.0 0.480
F -6.0710 -1.0267 -0.2045 0.0 -0.1 0.0 -0.296
O -6.5238 -3.0113 0.7713 -0.1 0.0 0.2 -0.336
H -4.0394 -2.4824 -0.3719 0.0 0.0 0.0 0.297
H -3.5539 -1.8591 1.2259 0.0 -0.1 0.0 -0.049
H -5.9199 -1.3268 1.7586 0.0 0.1 -0.1 0.278
```
Positions in Å, forces in eV/Å.


# 3
Density functional theory data (ωB97M-V/def2-TZVPD) for C11H13BN6O2W as an isolated structure.

frontier orbital gap (spin up / spin down)	7.07 / 7.58	eV
energy above the lowest of the compared OMol25 structures with the same formula, charge and spin	0.0	kJ/mol
largest force on an atom	3.05	eV Å⁻¹
DFT total energy	-997.43802	Eh
expectation value of S²	2.012
2S+1	3
net charge	+2

The geometry in XYZ format:
```
34
Properties=species:S:1:pos:R:3:forces:R:3:mulliken_charge:R:1
W -0.3491 0.8551 -0.6474 1.1 -2.4 1.6 1.615
C -1.4901 -3.1986 -0.9794 0.0 -0.2 0.1 -1.092
C -1.6279 -1.8911 -1.3404 0.1 0.1 0.2 0.019
N -0.8150 -1.1196 -0.5539 0.0 0.6 -0.2 -0.591
N -0.1582 -1.9537 0.3115 0.0 0.1 -0.1 0.274
C -0.5581 -3.1919 0.0700 0.1 -0.2 0.1 0.060
B 0.8999 -1.3462 1.2997 0.1 0.0 0.1 -0.260
N 1.9895 -0.6574 0.4238 -0.1 0.0 0.0 0.216
C 3.3136 -0.7733 0.3839 0.2 -0.2 0.1 0.061
C 3.8286 0.0560 -0.6155 0.2 -0.1 0.2 -1.047
C 2.7359 0.6737 -1.1627 -0.3 -0.1 0.0 -0.044
N 1.6121 0.2340 -0.5364 -0.2 0.4 -0.3 -0.471
N 0.1708 -0.2267 2.0923 0.0 0.1 -0.2 0.183
C -0.0585 -0.0439 3.3873 0.0 -0.2 0.3 0.059
C -0.7799 1.1353 3.5759 0.1 -0.1 0.2 -1.059
C -0.9619 1.6464 2.3172 0.1 -0.2 -0.2 -0.024
N -0.3902 0.8108 1.4093 -0.2 0.4 -0.2 -0.482
H -1.9904 -4.0552 -1.4015 0.0 0.0 0.0 0.440
H -2.2499 -1.4472 -2.0976 -0.1 0.1 -0.1 0.498
H -0.1627 -4.0141 0.6512 0.0 0.1 -0.1 0.505
H 1.3641 -2.1788 2.0177 -0.1 0.1 -0.1 0.021
H 3.8200 -1.4511 1.0576 0.0 0.1 -0.1 0.499
H 4.8619 0.1747 -0.8992 -0.1 0.0 0.0 0.435
H 2.6726 1.3888 -1.9655 0.0 0.1 0.0 0.563
H 0.2980 -0.7670 4.1078 0.0 0.1 0.0 0.500
H -1.1174 1.5540 4.5103 0.0 0.0 -0.1 0.435
H -1.4624 2.5439 2.0001 0.0 0.1 -0.1 0.566
C -2.3976 2.5472 -2.9569 0.1 0.3 0.0 -1.051
C -1.3394 2.3528 -1.9589 -0.4 1.1 -0.5 1.045
O -1.5644 2.4257 -0.6670 -0.1 0.1 -0.7 -0.471
O -0.1114 2.0264 -2.2586 -0.5 0.2 0.0 -0.478
H -2.5641 3.6255 -3.0529 0.0 0.0 0.0 0.337
H -3.3282 2.1120 -2.6025 -0.1 0.0 0.0 0.373
H -2.0903 2.1535 -3.9193 0.0 0.0 -0.1 0.366
```
Positions in Å, forces in eV/Å.


# 4
Density functional theory data (ωB97M-V/def2-TZVPD) for an isolated molecule of C5H8N2.

frontier orbital gap	9.11	eV
energy above the lowest of the compared OMol25 structures with the same formula, charge and spin	208.3	kJ/mol
largest force on an atom	0.56	eV Å⁻¹
DFT total energy	-304.75617	Eh

The geometry in XYZ format:
```
15
Properties=species:S:1:pos:R:3:forces:R:3:mulliken_charge:R:1
C -2.1812 -0.1425 -0.3433 -0.1 0.0 0.0 -1.253
C -0.9532 0.5452 0.2611 -0.1 0.1 0.0 0.713
C -0.2455 1.4217 -0.7696 0.3 -0.4 0.3 -0.747
N 0.9989 0.9651 -0.7090 -0.1 0.2 -0.1 0.059
C 1.2394 -0.1147 0.2007 -0.3 0.0 0.1 0.146
N 2.5482 -0.5779 0.3273 -0.1 -0.1 -0.1 -0.561
C 0.0864 -0.4032 0.8080 0.2 0.0 -0.1 -0.639
H -1.8827 -0.8236 -1.1474 0.0 0.1 0.1 0.322
H -2.7128 -0.7271 0.4149 0.1 0.1 -0.1 0.317
H -2.8687 0.5992 -0.7591 0.1 -0.1 0.1 0.350
H -1.3010 1.2455 1.0376 0.1 -0.1 -0.1 0.252
H 1.7553 1.3696 -1.2477 -0.1 0.0 0.1 0.220
H 2.6129 -1.3757 0.9470 0.0 0.1 -0.1 0.239
H 2.9821 -0.7989 -0.5625 0.0 0.0 0.1 0.250
H -0.0782 -1.1824 1.5418 0.0 0.1 -0.1 0.332
```
Positions in Å, forces in eV/Å.


# 5
Density functional theory data (ωB97M-V/def2-TZVPD) for C38H31AsCoGeNO2S as an isolated structure.

frontier orbital gap (spin up / spin down)	6.90 / 5.88	eV
energy above the lowest of the compared OMol25 structures with the same formula, charge and spin	72.7	kJ/mol
largest force on an atom	1.06	eV Å⁻¹
DFT total energy	-7765.23147	Eh
expectation value of S²	3.869
2S+1	4
net charge	+1

The geometry in XYZ format:
```
76
Properties=species:S:1:pos:R:3:forces:R:3:mulliken_charge:R:1
Co 0.6168 0.7312 1.5863 -0.7 -0.1 0.3 -0.039
O -0.4047 7.2104 -4.3070 -0.1 -0.1 0.0 -0.446
C -0.4337 5.8725 -4.4502 0.0 0.1 0.2 0.619
O -0.5620 5.3819 -5.5288 0.0 -0.2 -0.3 -0.504
C -0.2943 5.0203 -3.2106 0.0 0.2 0.0 0.810
C 0.1172 3.7052 -3.4098 0.0 -0.1 -0.1 -0.758
C 0.2392 2.8429 -2.3415 0.0 0.1 0.1 -0.549
C -0.0633 3.3105 -1.0529 0.1 0.0 -0.3 0.743
S -0.0428 2.2395 0.2872 -0.1 0.3 0.2 0.463
C -0.4856 4.6331 -0.8402 0.0 -0.1 -0.1 -1.017
C -0.5945 5.4793 -1.9277 0.0 0.0 0.0 -0.956
H -0.2286 7.4671 -3.3976 0.1 0.1 0.1 0.295
H 0.3265 3.3741 -4.4197 0.0 0.0 0.1 0.534
H 0.5521 1.8197 -2.4873 0.0 -0.1 0.0 0.687
H -0.7230 4.9758 0.1608 0.0 -0.1 -0.1 0.507
H -0.9525 6.4889 -1.7576 0.0 0.0 0.0 0.296
C -3.7496 0.9379 -2.4061 0.0 0.0 0.0 -0.608
C -2.9035 -0.1581 -2.5082 0.0 0.0 0.1 -0.806
C -2.2676 -0.6585 -1.3763 -0.1 0.2 -0.1 -0.266
C -2.4871 -0.0656 -0.1370 0.0 0.0 0.0 0.560
C -3.3314 1.0350 -0.0342 -0.1 0.0 -0.2 -0.303
C -3.9642 1.5327 -1.1681 0.0 0.0 0.0 -0.754
As -1.4240 -0.6237 1.3805 -0.2 0.0 -0.2 0.823
C -1.0076 -2.4478 0.9963 0.1 -0.1 0.1 -0.205
C -1.9872 -3.3106 0.5087 0.2 -0.2 0.0 0.255
C -1.6680 -4.6385 0.2707 0.1 0.0 0.0 -0.766
C -0.3763 -5.1010 0.5174 -0.1 0.0 0.0 -0.662
C 0.5970 -4.2393 1.0018 -0.1 0.0 0.0 -0.535
C 0.2819 -2.9075 1.2440 -0.2 -0.2 -0.1 -0.708
C -2.5914 -0.6518 2.9063 0.0 0.1 0.1 0.674
C -2.9574 -1.8509 3.5034 -0.1 0.1 0.1 -0.307
C -3.8161 -1.8353 4.5957 0.0 0.0 0.0 -0.734
C -4.2987 -0.6316 5.0913 0.0 0.0 0.0 -0.496
C -3.9007 0.5680 4.5153 0.0 0.0 0.0 -0.800
C -3.0372 0.5603 3.4301 0.0 -0.1 0.1 -0.392
H -4.2455 1.3263 -3.2896 0.0 0.0 0.1 0.428
H -2.7394 -0.6299 -3.4698 0.0 0.0 0.0 0.448
H -1.6039 -1.5073 -1.4671 0.0 0.0 0.0 0.380
H -3.5147 1.5043 0.9229 0.0 0.0 0.0 0.249
H -4.6290 2.3840 -1.0826 0.0 0.0 0.0 0.467
H -2.9884 -2.9517 0.3176 -0.1 0.0 0.0 0.573
H -2.4253 -5.3155 -0.1081 0.1 0.0 0.0 0.422
H -0.1344 -6.1414 0.3336 0.0 0.1 0.0 0.413
H 1.6007 -4.5949 1.1971 0.0 0.0 0.0 0.482
H 1.0404 -2.2500 1.6408 0.1 0.1 0.1 0.420
H -2.5800 -2.7919 3.1316 0.0 -0.1 0.0 0.380
H -4.1004 -2.7691 5.0641 0.0 0.0 0.0 0.412
H -4.9760 -0.6266 5.9385 0.1 0.0 -0.1 0.387
H -4.2515 1.5092 4.9194 0.0 0.0 0.0 0.401
H -2.6975 1.5011 3.0168 0.0 0.1 -0.1 0.423
Ge 2.8898 0.3529 0.7486 1.0 0.1 -0.3 0.705
C 3.6018 -1.3374 1.3061 -0.1 -0.3 0.2 0.413
C 4.1906 -1.4648 2.5683 0.1 -0.2 -0.1 -0.453
C 4.7857 -2.6651 2.9321 -0.1 0.1 -0.1 -0.794
C 4.7897 -3.7398 2.0460 0.0 0.1 0.0 -0.439
C 4.2016 -3.6198 0.7937 0.0 0.1 0.0 -0.770
C 3.5995 -2.4209 0.4230 0.2 0.0 0.1 0.129
C 2.6945 0.3884 -1.1720 -0.2 0.0 -0.2 0.519
C 3.4542 1.2912 -1.9172 -0.1 -0.1 -0.2 -0.702
C 3.4064 1.2584 -3.3112 0.0 0.0 0.1 -0.717
C 2.6054 0.3275 -3.9613 0.0 0.0 0.0 -0.620
C 1.8406 -0.5742 -3.2238 0.0 0.1 0.1 -1.082
C 1.8788 -0.5382 -1.8344 0.1 0.2 -0.2 0.320
H 3.7471 1.5137 1.2639 -0.2 0.1 0.1 -0.035
H 4.1805 -0.6394 3.2707 0.0 -0.1 0.0 0.406
H 5.2409 -2.7644 3.9097 0.0 0.0 -0.1 0.417
H 5.2584 -4.6734 2.3327 0.0 0.0 0.0 0.420
H 4.2129 -4.4569 0.1029 0.0 0.1 0.1 0.448
H 3.1540 -2.3303 -0.5620 0.1 0.0 0.1 0.319
H 4.0929 2.0138 -1.4202 0.0 0.0 0.0 0.394
H 4.0060 1.9551 -3.8883 -0.1 -0.1 0.1 0.457
H 2.5742 0.3042 -5.0466 0.0 0.0 0.1 0.419
H 1.2233 -1.3065 -3.7327 0.0 0.1 0.0 0.426
H 1.2788 -1.2439 -1.2692 0.0 0.0 0.0 0.243
N 1.7443 -0.3952 4.1797 -0.3 0.3 -0.6 -0.580
C 1.4150 0.0524 3.1610 0.5 -0.3 0.8 0.216
```
Positions in Å, forces in eV/Å.


# 6
Density functional theory data (ωB97M-V/def2-TZVPD) for a 2-piece molecular cluster, C4H10N4O overall.

frontier orbital gap	11.42	eV
energy above the lowest of the compared OMol25 structures with the same formula, charge and spin	497.7	kJ/mol
largest force on an atom	5.96	eV Å⁻¹
DFT total energy	-451.84641	Eh
net charge	+2

The geometry in XYZ format:
```
19
Properties=species:S:1:pos:R:3:forces:R:3:mulliken_charge:R:1
C 0.7234 0.2462 -4.0356 0.3 0.2 -5.3 -0.001
C 1.5028 0.8609 -0.8015 -3.1 -0.1 1.8 0.640
C -0.6456 -0.1451 -0.0434 -0.8 0.5 0.0 -0.716
C -1.4144 0.1235 1.2709 -0.9 -4.4 -3.9 -0.294
N 0.9011 0.0152 -2.9551 -0.3 -0.8 3.0 -0.360
N 2.5147 1.3414 -1.3777 1.2 -0.1 0.0 -0.366
N -1.5968 -1.1935 3.3314 -0.7 3.2 -0.3 -0.323
N 0.5863 0.5354 -0.1206 3.3 1.4 -1.3 -0.047
O -0.6229 -0.4664 2.3485 0.9 -1.9 2.5 -0.212
H 0.7947 0.3030 -5.1523 -0.5 0.2 1.5 0.338
H -0.3342 -1.1711 -0.1757 -0.4 -0.7 0.3 0.466
H -1.2986 0.0559 -0.9088 0.2 0.3 0.3 0.446
H -2.2521 -0.6414 1.0730 0.8 1.4 0.9 0.335
H -1.8535 1.0960 1.3271 0.5 0.8 1.3 0.408
H 3.0791 0.6681 -1.8667 0.5 -0.2 -0.2 0.317
H 2.6064 2.2911 -1.6982 -0.2 0.5 0.2 0.283
H -1.3563 -2.1409 3.3948 1.1 -1.7 0.0 0.274
H -1.5456 -0.6874 4.2445 0.6 -0.4 -1.0 0.320
H 0.2114 -1.0908 2.1453 -2.4 2.0 0.1 0.491
```
Positions in Å, forces in eV/Å.